{"formula": "C48H120BF4N6O6", "method": "ωB97M-V with the def2-TZVPD basis set", "species": ["C", "C", "N", "C", "C", "C", "C", "C", "O", "C", "H", "H", "H", "H", "H", "H", "H", "H", "H", "H", "H", "H", "H", "H", "H", "H", "H", "H", "H", "H", "C", "C", "N", "C", "C", "C", "C", "C", "O", "C", "H", "H", "H", "H", "H", "H", "H", "H", "H", "H", "H", "H", "H", "H", "H", "H", "H", "H", "H", "H", "C", "C", "N", "C", "C", "C", "C", "C", "O", "C", "H", "H", "H", "H", "H", "H", "H", "H", "H", "H", "H", "H", "H", "H", "H", "H", "H", "H", "H", "H", "C", "C", "N", "C", "C", "C", "C", "C", "O", "C", "H", "H", "H", "H", "H", "H", "H", "H", "H", "H", "H", "H", "H", "H", "H", "H", "H", "H", "H", "H", "C", "C", "N", "C", "C", "C", "C", "C", "O", "C", "H", "H", "H", "H", "H", "H", "H", "H", "H", "H", "H", "H", "H", "H", "H", "H", "H", "H", "H", "H", "C", "C", "N", "C", "C", "C", "C", "C", "O", "C", "H", "H", "H", "H", "H", "H", "H", "H", "H", "H", "H", "H", "H", "H", "H", "H", "H", "H", "H", "H", "B", "F", "F", "F", "F"], "positions_angstrom": [[-6.92016, -2.46408, 6.64527], [-6.15907, -1.15993, 6.97242], [-5.03491, -1.37984, 7.91589], [-4.38831, -0.03919, 8.15271], [-5.55821, -1.80691, 9.26545], [-4.65831, -1.90927, 10.42144], [-4.00433, -2.31516, 7.30375], [-3.85456, -2.25765, 5.77005], [-3.32536, -1.05135, 5.27534], [-1.97498, -0.79839, 5.38289], [-7.69000, -2.22125, 5.87861], [-7.42637, -2.89413, 7.51020], [-6.33369, -3.22495, 6.12969], [-6.86166, -0.48934, 7.44642], [-5.71575, -0.70989, 6.11946], [-4.09197, 0.31708, 7.17623], [-3.53527, -0.15730, 8.78438], [-5.12828, 0.59840, 8.62172], [-6.14758, -2.70777, 9.05128], [-6.28599, -1.02649, 9.51018], [-3.79444, -2.54209, 10.35527], [-5.19525, -2.38053, 11.26022], [-4.27460, -0.94270, 10.74289], [-4.18247, -3.32192, 7.61180], [-3.09258, -2.04458, 7.79151], [-4.72089, -2.43596, 5.16790], [-3.18075, -3.10477, 5.50352], [-1.58304, -0.13077, 4.60849], [-1.34821, -1.75741, 5.28193], [-1.65462, -0.51992, 6.38314], [5.86185, 7.23889, -2.87132], [4.77346, 6.20434, -3.06113], [3.98553, 6.44119, -4.35867], [5.04387, 6.24003, -5.50133], [2.86240, 5.41393, -4.46192], [3.34421, 3.96620, -4.31088], [3.29975, 7.76812, -4.51895], [2.64532, 8.28786, -3.25681], [1.70204, 7.33099, -2.82896], [0.82808, 7.99636, -1.85185], [6.24484, 7.18727, -1.86369], [5.40324, 8.22002, -2.86127], [6.68070, 7.24321, -3.57222], [4.09481, 6.25863, -2.23212], [5.11218, 5.15651, -3.05990], [5.61163, 5.33985, -5.29912], [5.72521, 7.08325, -5.44248], [4.52690, 6.20842, -6.46579], [2.51665, 5.55963, -5.46919], [2.23586, 5.66248, -3.58288], [3.50878, 3.61982, -3.28731], [4.25952, 3.68872, -4.82979], [2.61694, 3.29336, -4.70261], [2.63407, 7.63993, -5.35435], [4.04132, 8.52876, -4.83956], [2.21441, 9.24569, -3.48244], [3.39618, 8.50738, -2.46504], [0.26469, 7.22202, -1.36842], [0.18376, 8.71131, -2.33768], [1.55443, 8.50463, -1.19606], [4.69553, -1.93566, 1.20990], [3.50295, -1.13421, 1.76976], [3.92352, -0.30204, 3.02991], [4.54865, -1.23036, 4.08014], [4.81995, 0.83452, 2.82851], [4.38064, 1.79469, 1.76786], [2.55656, 0.16389, 3.65052], [2.70291, 1.12140, 4.79973], [2.91538, 2.42889, 4.36336], [3.21332, 3.22919, 5.51264], [5.01318, -2.72599, 1.86804], [5.61117, -1.41720, 1.07173], [4.40861, -2.40873, 0.27690], [2.64575, -1.78689, 1.98600], [3.14009, -0.44933, 0.98375], [4.70659, -0.71418, 5.03180], [5.56514, -1.50195, 3.74952], [3.99374, -2.16460, 4.23978], [5.77862, 0.41010, 2.54988], [4.96422, 1.36908, 3.75476], [5.11022, 2.62884, 1.78259], [3.40925, 2.21547, 1.90874], [4.39945, 1.36152, 0.76763], [2.05967, -0.71955, 4.02924], [2.01392, 0.57132, 2.80678], [3.51989, 0.80244, 5.50249], [1.82778, 0.93673, 5.40238], [2.46662, 3.04639, 6.29485], [3.23224, 4.26514, 5.13222], [4.25759, 2.95871, 5.87611], [-0.68562, -0.42926, -4.86068], [0.75662, -0.37782, -5.42360], [1.09404, -1.61862, -6.29839], [0.80815, -2.85762, -5.50082], [0.45776, -1.65190, -7.70321], [0.54376, -2.92115, -8.48536], [2.60983, -1.62740, -6.58588], [3.57804, -1.55696, -5.39633], [3.64607, -0.28803, -4.71615], [4.79638, -0.29365, -3.87856], [-1.11748, -1.41958, -4.81257], [-1.40111, 0.12313, -5.49299], [-0.72809, -0.07680, -3.80889], [1.55537, -0.34580, -4.67677], [0.90142, 0.51972, -6.07116], [1.32188, -3.68380, -5.90071], [-0.27243, -2.95282, -5.56598], [1.03161, -2.63153, -4.46951], [0.93187, -0.75862, -8.10448], [-0.59845, -1.35879, -7.50174], [-0.00284, -3.73785, -8.05161], [1.54181, -3.20391, -8.72899], [0.06774, -2.67077, -9.44028], [2.80419, -0.70119, -7.10734], [2.88567, -2.43371, -7.24601], [4.57385, -1.81238, -5.78358], [3.35241, -2.36052, -4.64202], [4.66914, -1.00243, -3.02396], [4.94247, 0.70948, -3.49779], [5.67077, -0.58103, -4.54089], [0.05780, -7.56757, -1.95206], [-0.49718, -7.09922, -0.62433], [0.24909, -5.92502, -0.08612], [1.67643, -6.19689, 0.26663], [0.27057, -4.75560, -1.04145], [-1.08148, -4.21787, -1.50030], [-0.50253, -5.56883, 1.22920], [-0.13562, -4.29854, 1.96319], [1.01450, -4.27755, 2.69621], [1.11531, -5.26289, 3.76377], [-0.20857, -6.93185, -2.79045], [-0.46518, -8.52534, -2.05964], [1.12915, -7.77313, -2.02953], [-0.39290, -7.91917, 0.10020], [-1.51494, -6.75511, -0.76505], [1.74208, -7.18953, 0.69897], [1.94761, -5.52389, 1.10076], [2.31839, -6.09814, -0.60861], [0.77050, -5.10863, -1.93971], [0.80306, -3.97114, -0.55702], [-1.71399, -4.94724, -2.01466], [-0.82361, -3.40902, -2.17048], [-1.67538, -3.75647, -0.72999], [-0.36230, -6.44595, 1.86406], [-1.59046, -5.52770, 1.09283], [-0.99085, -4.11890, 2.57008], [-0.06322, -3.50243, 1.22575], [0.17965, -5.29575, 4.31328], [1.87624, -4.93904, 4.47827], [1.32301, -6.28990, 3.42935], [-4.33516, 4.69863, -0.71329], [-4.77677, 3.51391, -1.55445], [-3.94504, 2.24563, -1.40743], [-2.52969, 2.43211, -1.74356], [-4.10921, 1.67291, -0.03213], [-3.55746, 0.26624, 0.22676], [-4.42684, 1.33634, -2.47476], [-5.89150, 0.92786, -2.45060], [-6.29872, 0.46483, -1.18401], [-7.54821, -0.23359, -1.24133], [-3.22211, 4.69983, -0.75654], [-4.75050, 4.72120, 0.34621], [-4.60488, 5.69786, -1.15425], [-4.63780, 3.79945, -2.57787], [-5.78033, 3.19428, -1.32959], [-2.41604, 2.91539, -2.74366], [-2.09071, 1.45077, -1.73901], [-1.98604, 3.04885, -1.04370], [-5.12967, 1.74269, 0.31595], [-3.48733, 2.32105, 0.53575], [-2.67299, -0.08072, -0.27212], [-4.34754, -0.47060, 0.12841], [-3.34292, 0.36910, 1.28605], [-3.92455, 0.37768, -2.58992], [-4.26049, 1.76273, -3.45657], [-5.99089, 0.12685, -3.17523], [-6.51411, 1.77558, -2.62854], [-7.54066, -0.90011, -2.08714], [-8.38479, 0.44529, -1.32748], [-7.61456, -0.85384, -0.35865], [0.27080, -0.93361, -1.29744], [-1.14511, -1.16127, -1.44912], [0.98197, -1.70436, -2.34719], [0.54320, 0.38153, -1.55119], [0.84239, -1.38896, -0.09307]], "mulliken_charge": [-1.19, -0.50, 0.19, -1.17, -0.24, -1.37, -0.64, -0.70, -0.36, -0.69, 0.40, 0.38, 0.30, 0.49, 0.49, 0.43, 0.50, 0.39, 0.30, 0.33, 0.37, 0.41, 0.37, 0.44, 0.59, 0.34, 0.32, 0.24, 0.27, 0.33, -1.22, -0.47, 0.05, -1.04, -0.14, -1.54, -0.60, -0.69, -0.34, -0.79, 0.40, 0.29, 0.36, 0.42, 0.46, 0.38, 0.48, 0.35, 0.41, 0.32, 0.39, 0.31, 0.53, 0.46, 0.39, 0.57, 0.35, 0.24, 0.31, 0.34, -1.51, -0.06, 0.13, -0.94, -0.47, -1.39, -0.53, -0.96, -0.33, -0.75, 0.42, 0.39, 0.38, 0.20, 0.14, 0.43, 0.44, 0.30, 0.69, 0.55, 0.39, 0.33, 0.39, 0.46, 0.46, 0.31, 0.61, 0.30, 0.27, 0.31, -1.04, -0.05, 0.39, -1.41, -0.34, -1.25, -0.77, -0.91, -0.18, -0.71, 0.32, 0.47, -0.06, 0.19, 0.47, 0.51, 0.53, 0.26, 0.42, 0.38, 0.35, 0.38, 0.43, 0.36, 0.46, 0.71, 0.31, 0.24, 0.19, 0.35, -1.25, -0.39, 0.34, -0.70, -0.86, -0.94, -0.92, 0.05, -0.09, -0.92, 0.31, 0.45, 0.32, 0.54, 0.42, 0.39, 0.14, 0.36, 0.67, 0.40, 0.46, -0.13, 0.26, 0.65, 0.40, 0.38, -0.29, 0.40, 0.26, 0.29, -1.12, -0.37, 0.63, -1.20, -0.64, -1.08, -0.30, -1.24, -0.19, -0.81, 0.26, 0.30, 0.40, 0.36, 0.38, 0.37, 0.37, 0.34, 0.52, 0.69, 0.08, 0.28, 0.34, 0.15, 0.55, 0.50, 0.47, 0.36, 0.30, 0.26, 0.44, -0.23, -0.54, -0.36, -0.24], "energy_ev": -84451.276, "fmax_ha_per_bohr": 0.07474, "de_lowest_kcal_mol": 50.2, "lumo_energy_ha": -0.305, "charge": 5, "orbital_gap_ev": 10.195}